Molecular formula: C39H49BrFeNO3
Method: DFT, ωB97M-V with the def2-TZVPD basis set

```
94
C39H49BrFeNO3, DFT ωB97M-V with the def2-TZVPD basis set
Fe 0.8274 -1.3796 -1.7107
C -2.5501 -0.8583 5.2955
C -2.6860 0.2579 4.2496
C -1.8398 1.4474 4.7177
C -4.1515 0.7093 4.1723
C -2.2559 -0.2648 2.8876
C -1.3183 0.3713 2.1145
C -0.9650 -0.1494 0.8552
N -0.1142 0.4190 0.0291
C 0.8612 1.3221 0.2087
C 0.7022 2.6874 0.3869
C 1.8118 3.4964 0.5693
C 3.0844 2.8998 0.5672
C 3.3136 1.5583 0.3366
C 2.1830 0.7282 0.0634
O 2.2342 -0.4802 -0.3309
C 4.7054 0.9425 0.3285
C 5.8054 1.9610 0.6527
C 4.9968 0.3287 -1.0497
C 4.7483 -0.1639 1.3936
C 1.6029 4.9895 0.7692
C 0.6845 5.2261 1.9786
C 2.9056 5.7585 1.0053
C 0.9389 5.5490 -0.4977
C -1.4738 -1.4394 0.4200
O -0.9069 -1.9894 -0.5886
C -2.5167 -2.0305 1.1858
C -2.8669 -1.4282 2.3749
C -3.1669 -3.3244 0.7088
C -2.1451 -4.4644 0.8423
C -3.5726 -3.1964 -0.7674
C -4.4204 -3.6816 1.5175
H -2.8039 -0.4739 6.2809
H -1.5295 -1.2320 5.3237
H -3.2130 -1.6907 5.0813
H -2.1289 1.7233 5.7301
H -1.9924 2.3165 4.0822
H -0.7819 1.1956 4.7289
H -4.4668 1.1073 5.1344
H -4.8065 -0.1180 3.9133
H -4.2715 1.4866 3.4208
H -0.8419 1.2892 2.4169
H -0.3009 3.0831 0.4055
H 3.9350 3.5349 0.7283
H 5.8579 2.7478 -0.0981
H 6.7692 1.4548 0.6659
H 5.6513 2.4114 1.6328
H 5.0417 1.1009 -1.8151
H 4.2282 -0.3901 -1.3162
H 5.9541 -0.1859 -1.0255
H 4.5863 0.2576 2.3842
H 5.7172 -0.6580 1.3785
H 3.9806 -0.9043 1.1961
H 1.1062 4.7701 2.8721
H -0.3060 4.8121 1.8141
H 0.5761 6.2932 2.1594
H 3.4228 5.4038 1.8933
H 2.6772 6.8116 1.1544
H 3.5704 5.6794 0.1487
H 0.0061 5.0387 -0.7172
H 1.5967 5.4221 -1.3540
H 0.7305 6.6082 -0.3701
H -3.6470 -1.8740 2.9674
H -1.2430 -4.2206 0.2853
H -2.5637 -5.3882 0.4446
H -1.8823 -4.6231 1.8875
H -2.6987 -3.0211 -1.3886
H -4.2714 -2.3729 -0.9037
H -4.0528 -4.1157 -1.0992
H -4.1740 -3.9357 2.5455
H -4.9037 -4.5482 1.0716
H -5.1342 -2.8610 1.5139
Br -0.3371 0.6435 -3.1941
C -1.1595 -0.6285 -4.4022
C -1.8941 -0.1778 -5.4637
C -2.4532 -1.1084 -6.3544
C -2.2811 -2.4471 -6.1427
C -1.5457 -2.9274 -5.0390
C -1.3747 -4.3036 -4.7972
C -0.6270 -4.7373 -3.7396
C -0.0070 -3.8166 -2.8788
C -0.1630 -2.4694 -3.0622
C -0.9415 -1.9979 -4.1375
H -2.0351 0.8804 -5.6194
H -3.0206 -0.7488 -7.2021
H -2.7091 -3.1702 -6.8216
H -1.8428 -5.0067 -5.4704
H -0.4959 -5.7956 -3.5690
H 0.6017 -4.1914 -2.0624
C 2.9033 -1.1349 -4.0115
O 2.2467 -1.4796 -2.8640
H 2.2291 -1.1634 -4.8833
H 3.7272 -1.8368 -4.2064
H 3.3335 -0.1226 -3.9371
```

Computed properties:
frontier orbital gap (spin up / spin down)	6.292 / 6.167	eV
spin multiplicity	6

Molecular formula: C39H50Br3GeIN3OPtSi
Method: DFT, ωB97M-V with the def2-TZVPD basis set

```
100
C39H50Br3GeIN3OPtSi, DFT ωB97M-V with the def2-TZVPD basis set
Pt 0.0871 2.0521 -0.9522
O 5.3944 -1.1731 -1.6982
C 4.2045 -0.5696 -1.6134
C 3.0345 -1.2188 -1.2172
C 1.8713 -0.4893 -1.1669
N 1.8100 0.8144 -1.4739
C 2.9305 1.4147 -1.8790
Br 2.7940 3.2142 -2.4043
C 4.1470 0.7769 -1.9660
H 5.3343 -2.1021 -1.4418
H 3.0235 -2.2676 -0.9610
H 0.9363 -0.9574 -0.8961
H 5.0291 1.2967 -2.3053
C -0.7084 2.7545 -2.7446
Ge -1.5911 1.5776 -4.0564
C -2.0021 2.7829 -5.5271
C -0.9900 3.5471 -6.1034
C -1.2584 4.3999 -7.1595
C -2.5516 4.5035 -7.6528
C -3.5672 3.7484 -7.0896
C -3.2935 2.8972 -6.0300
C -0.2828 0.2237 -4.5884
C 1.0369 0.6494 -4.7230
C 2.0314 -0.2007 -5.1781
C 1.7219 -1.5115 -5.5046
C 0.4107 -1.9492 -5.4040
C -0.5807 -1.0860 -4.9618
C -3.2605 0.9552 -3.2603
C -3.7227 -0.3579 -3.2524
C -4.9522 -0.6787 -2.6975
C -5.7332 0.3090 -2.1197
C -5.2807 1.6186 -2.1005
C -4.0599 1.9354 -2.6722
H -0.8059 3.8343 -2.8394
H 0.0246 3.4762 -5.7296
H -0.4626 4.9855 -7.5997
H -2.7655 5.1718 -8.4748
H -4.5749 3.8235 -7.4752
H -4.0983 2.3150 -5.5981
H 1.2901 1.6743 -4.4856
H 3.0454 0.1621 -5.2885
H 2.4919 -2.1809 -5.8629
H 0.1548 -2.9600 -5.6900
H -1.5990 -1.4451 -4.9466
H -3.1363 -1.1517 -3.6883
H -5.2994 -1.7024 -2.7148
H -6.6923 0.0591 -1.6881
H -5.8890 2.3964 -1.6585
H -3.7345 2.9690 -2.6717
Br 0.8334 3.5532 0.8104
C -0.2003 0.7196 5.5243
C -0.2631 -0.7638 5.1321
C -0.1770 -1.5961 6.4210
C -1.6472 -0.9814 4.5080
Si 1.1729 -1.2128 3.9396
Br 0.5904 -0.2440 1.9308
C 2.8513 -0.3741 4.3583
C 3.2300 -0.6355 5.8258
C 3.9770 -0.9238 3.4704
C 2.8410 1.1463 4.1307
C 1.3116 -3.0842 3.5291
C 2.0687 -3.8254 4.6414
C 2.0333 -3.3437 2.1971
C -0.0743 -3.7307 3.3884
H -1.0729 0.9541 6.1371
H -0.2231 1.3708 4.6498
H 0.6792 0.9662 6.1131
H -0.9729 -1.2788 7.0987
H 0.7666 -1.4623 6.9469
H -0.3148 -2.6587 6.2419
H -2.4038 -0.6500 5.2234
H -1.8602 -2.0205 4.2740
H -1.7730 -0.3958 3.5979
H 3.2531 -1.6939 6.0786
H 2.5543 -0.1402 6.5195
H 4.2295 -0.2363 6.0103
H 4.1797 -1.9788 3.6409
H 4.8951 -0.3782 3.6974
H 3.7609 -0.7765 2.4108
H 2.1189 1.6710 4.7480
H 2.6414 1.3990 3.0903
H 3.8287 1.5357 4.3835
H 3.1121 -3.5264 4.7072
H 2.0529 -4.8969 4.4259
H 1.6184 -3.6868 5.6221
H 3.0276 -2.9038 2.1471
H 1.4483 -2.9637 1.3590
H 2.1395 -4.4229 2.0666
H -0.6230 -3.7635 4.3264
H 0.0533 -4.7625 3.0562
H -0.6899 -3.2193 2.6474
I -4.5327 -1.5320 1.4509
C -3.2906 0.0349 0.9908
C -3.1991 1.2481 1.6426
N -2.2299 1.9474 1.0420
N -1.6870 1.2530 0.0324
C -2.3123 0.0851 -0.0050
H -3.7477 1.6489 2.4744
H -1.8465 2.8523 1.2855
H -2.0393 -0.6592 -0.7281
```

Computed properties:
total charge	+1
ΔE to the lowest compared entry with this formula, charge and spin	0.0	kcal/mol
frontier orbital gap (spin up / spin down)	8.439 / 6.041	eV
spin multiplicity	5

Molecular formula: C39H50BrN7O
Method: DFT, ωB97M-V with the def2-TZVPD basis set

```
98
C39H50BrN7O, DFT ωB97M-V with the def2-TZVPD basis set
Br -3.5103 0.5382 1.1695
C -4.5772 -2.5813 4.2432
C -3.8932 -1.6211 5.1829
O -3.6973 -1.8297 6.3474
N -3.3599 -0.2930 4.5980
H -2.3970 -0.1738 4.8785
H -3.3766 -0.5218 3.6144
C -4.2746 0.9616 4.7430
H -5.4934 -2.1624 3.8271
H -4.7599 -3.5455 4.7175
H -3.8402 -2.7646 3.4613
H -3.7638 1.6149 4.0356
H -4.1848 1.4216 5.7270
H -5.3116 0.7373 4.4931
C -1.0682 2.9381 1.8896
N 0.1274 2.2116 2.2800
C 0.9481 2.8679 3.0941
C 2.1763 2.2341 3.4956
C 2.3653 0.9334 3.0344
C 1.4330 0.2838 2.2569
C 0.3145 0.9458 1.8752
C 3.6229 0.1592 3.3931
C 4.4417 -0.4357 2.3845
C 5.5715 -1.0865 2.6759
N 5.9939 -1.2549 3.9787
C 5.2717 -0.6958 4.9920
C 4.1379 0.0177 4.7328
C 7.1181 -2.1422 4.2649
H -1.8972 2.7036 2.5574
H -1.4364 2.5690 0.9323
H -0.9420 4.0194 1.8349
H 0.6126 3.8045 3.5143
H 2.8688 2.8809 4.0137
H 1.6223 -0.6994 1.8521
H -0.4505 0.6302 1.1812
H 4.0737 -0.4222 1.3692
H 6.2859 -1.5178 1.9904
H 5.6222 -0.7762 6.0104
H 3.6178 0.4351 5.5824
H 7.9755 -1.4692 4.2686
H 7.1953 -2.8948 3.4802
H 6.9420 -2.6048 5.2360
C -3.7536 -2.3580 -1.1014
N -2.4668 -2.6475 -1.7268
C -2.3847 -3.3613 -2.9033
C -1.1090 -3.8106 -3.2952
C 0.0020 -3.5624 -2.5802
C -0.0906 -2.7843 -1.4434
C -1.3704 -2.3585 -0.9620
C 1.3925 -3.9903 -3.0599
C 1.8443 -5.2941 -3.0648
C 3.0469 -5.5742 -3.6964
N 3.8089 -4.5610 -4.1968
C 3.4823 -3.2843 -4.0980
C 2.2431 -2.9919 -3.5921
C 5.0731 -4.9157 -4.8239
H -4.6207 -2.7493 -1.6334
H -3.7548 -1.2682 -1.1225
H -3.7448 -2.6720 -0.0577
H -3.2788 -3.6278 -3.4473
H -1.0323 -4.3092 -4.2501
H 0.7564 -2.4901 -0.8413
H -1.5429 -1.7872 -0.0618
H 1.1214 -6.0540 -2.8073
H 3.3626 -6.5899 -3.8837
H 4.1368 -2.5737 -4.5808
H 1.8694 -1.9790 -3.6192
H 5.3302 -4.0978 -5.4969
H 4.9892 -5.8878 -5.3098
H 5.8182 -5.0840 -4.0463
C 1.0821 0.9745 -5.7722
N 0.2515 1.6626 -4.7298
C -1.1115 1.4722 -4.7196
C -1.8765 2.2440 -3.8183
C -1.3203 3.2141 -2.9348
C 0.0839 3.3908 -3.0708
C 0.8357 2.5632 -3.8987
C -2.1542 4.0323 -1.9800
C -3.1062 3.2868 -1.1559
C -3.8131 3.9798 -0.1485
N -3.6250 5.3429 -0.0819
C -2.7658 6.0300 -0.8647
C -1.9628 5.3757 -1.8019
C -4.4150 6.0640 0.9979
H 1.5606 1.7488 -6.3719
H 0.5011 0.4818 -6.5518
H 1.7305 0.2885 -5.2273
H -1.4969 0.7449 -5.4188
H -2.9328 2.0442 -3.7150
H 0.5468 4.1083 -2.4095
H 1.8757 2.7989 -4.0695
H -3.0953 2.2075 -1.1908
H -4.3395 3.3984 0.5940
H -2.7293 7.1032 -0.7492
H -1.1665 5.9138 -2.2945
H -5.4349 5.7153 1.1599
H -4.4343 7.1267 0.7560
H -3.9203 5.9358 1.9606
```

Computed properties:
total charge	+6
ΔE to the lowest compared entry with this formula, charge and spin	88.6	kcal/mol
frontier orbital gap	7.049	eV

Molecular formula: C39H50F4N10O
Method: DFT, ωB97M-V with the def2-TZVPD basis set

```
104
C39H50F4N10O, DFT ωB97M-V with the def2-TZVPD basis set
N 5.3721 -1.5885 1.0684
C 4.1953 -1.7765 0.9108
C 2.6058 -1.8898 0.6028
N 2.0044 -0.6657 1.2701
C 2.4443 -1.8695 -1.0062
C 3.4597 -0.7148 -1.5292
N 4.1405 0.1733 -1.9689
C 2.9111 -3.2252 -1.7376
C 2.9142 -4.5273 -0.8036
C 1.4534 -5.0391 -0.3705
F 1.3100 -5.1457 1.0782
C 0.9241 -1.5067 -1.4146
C 0.7017 -0.0108 -1.9540
O 0.8962 1.0347 -0.9710
C -0.2672 1.2421 -0.1553
C -0.0002 2.6453 0.6511
F -1.1045 2.9935 1.5270
F 0.2417 3.6653 -0.3351
F 1.2037 2.5399 1.4330
H 2.1239 -2.7892 1.1180
H 2.3564 -0.6182 2.2519
H 1.0072 -0.9483 1.4012
H 2.3447 -3.4788 -2.6986
H 4.0121 -3.0566 -2.0621
H 3.4080 -5.4023 -1.3821
H 3.5740 -4.3977 0.1407
H 0.6818 -4.3003 -0.7873
H 1.2972 -6.0945 -0.8173
H 0.1500 -1.7640 -0.5896
H 0.6502 -2.2082 -2.2970
H -0.4109 0.0513 -2.2850
H 1.3033 0.2366 -2.9104
H -0.4399 0.4467 0.6483
H -1.2267 1.3630 -0.7663
N 3.3442 4.9853 1.0236
C 4.5018 4.2678 0.8809
C 5.5545 5.1493 0.9214
C 5.0126 6.4461 1.1010
C 3.6468 6.3139 1.1635
H 2.4148 4.5963 1.0262
H 4.4764 3.1948 0.7615
H 6.5991 4.8892 0.8327
H 5.5611 7.3737 1.1768
H 2.8662 7.0484 1.2938
N 6.3129 -5.7027 -3.3429
C 6.1419 -7.0591 -3.2586
C 5.6770 -7.5041 -4.4722
C 5.5687 -6.3756 -5.3221
C 5.9704 -5.2787 -4.5994
H 6.6403 -5.1094 -2.5971
H 6.3639 -7.5887 -2.3443
H 5.4421 -8.5286 -4.7210
H 5.2346 -6.3668 -6.3493
H 6.0408 -4.2356 -4.8696
N 1.9913 3.6521 -3.1528
C 2.6237 4.8307 -3.4433
C 2.7651 4.9112 -4.8077
C 2.1915 3.7402 -5.3609
C 1.7195 2.9833 -4.3162
H 1.7609 3.3273 -2.2263
H 2.9193 5.5082 -2.6562
H 3.2290 5.7238 -5.3473
H 2.1299 3.4799 -6.4076
H 1.2162 2.0283 -4.3006
N -2.9461 0.3410 2.4588
C -3.7949 -0.0701 1.4667
C -4.2345 -1.3346 1.7762
C -3.6345 -1.6987 3.0065
C -2.8474 -0.6448 3.4057
H -2.4705 1.2299 2.4892
H -4.0109 0.5723 0.6255
H -4.9137 -1.9303 1.1836
H -3.7638 -2.6282 3.5414
H -2.2257 -0.5124 4.2785
N -7.0728 0.0726 0.8656
C -7.6324 1.1713 0.2695
C -8.7887 0.7721 -0.3559
C -8.9354 -0.6177 -0.1238
C -7.8635 -1.0214 0.6351
H -6.2132 0.0698 1.3928
H -7.1599 2.1397 0.3404
H -9.4554 1.4103 -0.9171
H -9.7368 -1.2527 -0.4725
H -7.5955 -1.9905 1.0288
N -7.2802 5.7131 1.2523
C -8.3786 6.2478 0.6337
C -9.4790 5.5231 1.0230
C -9.0288 4.5176 1.9139
C -7.6687 4.6608 2.0388
H -6.3344 6.0426 1.1463
H -8.2826 7.0944 -0.0294
H -10.4955 5.6983 0.7028
H -9.6330 3.7719 2.4094
H -6.9450 4.1057 2.6168
N 1.0414 -2.2965 5.2111
C 0.6785 -3.0943 4.1575
C 1.6902 -3.9998 3.9439
C 2.6972 -3.7424 4.9072
C 2.2684 -2.6884 5.6769
H 0.4912 -1.5403 5.5854
H -0.2647 -2.9483 3.6517
H 1.7030 -4.7626 3.1807
H 3.6322 -4.2704 5.0249
H 2.7297 -2.1840 6.5127
```

Computed properties:
ΔE to the lowest compared entry with this formula, charge and spin	0.0	kcal/mol
frontier orbital gap	7.815	eV
SMILES	N#C[C@@H](N)[C@@](C#N)(CCCF)CCOCC(F)(F)F.c1cc[nH]c1.c1cc[nH]c1.c1cc[nH]c1.c1cc[nH]c1.c1cc[nH]c1.c1cc[nH]c1.c1cc[nH]c1

Molecular formula: C39H50IrN5O2SSi
Method: DFT, ωB97M-V with the def2-TZVPD basis set

```
99
C39H50IrN5O2SSi, DFT ωB97M-V with the def2-TZVPD basis set
Ir 0.7530 -0.6719 0.9313
C -2.9867 -2.0042 2.0037
C -1.9203 -1.5355 2.9445
C -2.2195 -1.5230 4.2957
C -1.3370 -0.9689 5.2217
C -0.1961 -0.3527 4.7789
C 0.0325 -0.3509 3.3918
N -0.7612 -1.0133 2.4946
N 1.0291 0.2488 2.7009
Si 1.8185 1.7464 3.1909
C 2.4770 2.6131 1.6679
C 3.1711 1.4953 4.4660
C 0.5023 2.8605 3.9504
H -3.9488 -1.6832 2.4011
H -3.0124 -3.0920 1.9284
H -2.8683 -1.5770 1.0125
H -3.1731 -1.9202 4.6134
H -1.5670 -0.9995 6.2793
H 0.5131 0.1038 5.4509
H 3.5358 2.4109 1.4780
H 2.3683 3.6893 1.8142
H 1.9155 2.3407 0.7739
H 3.9722 0.8397 4.1090
H 2.7905 1.0867 5.4024
H 3.6127 2.4687 4.6917
H -0.2683 3.0835 3.2101
H 0.9635 3.8069 4.2442
H 0.0078 2.4472 4.8276
C 0.1477 5.4423 -3.7610
C 0.7999 4.1808 -3.2704
C 2.0825 3.8353 -3.6890
C 2.6864 2.6607 -3.2704
C 1.9910 1.8206 -2.4149
C 0.7161 2.1419 -1.9863
C 0.1268 3.3222 -2.4064
S 2.7283 0.2863 -1.9460
O 2.1587 -0.7656 -2.7421
O 4.1554 0.4686 -2.0528
N 2.3195 0.1005 -0.3582
C 3.3360 -0.3107 0.5056
C 4.6743 0.0926 0.6205
C 5.3894 -0.4625 1.6599
C 4.7729 -1.3062 2.5980
C 3.4255 -1.5378 2.4804
N 2.7569 -1.0853 1.4131
H 0.8905 6.1915 -4.0330
H -0.5107 5.8676 -3.0043
H -0.4583 5.2416 -4.6472
H 2.6219 4.5012 -4.3516
H 3.6876 2.4051 -3.5871
H 0.1879 1.4701 -1.3259
H -0.8697 3.5651 -2.0563
H 5.1018 0.7922 -0.0725
H 6.4347 -0.2094 1.7813
H 5.3224 -1.7252 3.4283
H 2.8565 -2.1115 3.1997
C -5.1693 0.9277 -1.9981
C -3.9087 1.0967 -1.1940
C -3.6977 2.2380 -0.4315
C -2.5316 2.3534 0.3201
C -2.2962 3.5574 1.1920
C -1.5950 1.3378 0.2929
C -1.7442 0.1820 -0.5087
C -2.9519 0.0884 -1.2270
N -0.7483 -0.7777 -0.4695
C -0.8355 -2.0666 -1.2291
C -0.8810 -1.7698 -2.7472
C -0.8234 -3.0626 -3.5626
C 0.4920 -3.7844 -3.2792
C 0.5547 -4.1306 -1.7937
C -0.6115 -5.0493 -1.4298
C -1.9217 -4.3079 -1.7009
C -2.0071 -3.9552 -3.1864
C -1.9656 -3.0305 -0.8493
C 0.4750 -2.8413 -0.9680
H -5.8382 1.7779 -1.8679
H -5.7082 0.0264 -1.6999
H -4.9474 0.8351 -3.0627
H -4.4442 3.0228 -0.4047
H -2.8203 4.4335 0.8093
H -1.2337 3.7973 1.2520
H -2.6534 3.3796 2.2091
H -0.7010 1.4493 0.9016
H -3.1842 -0.7795 -1.8196
H -0.0316 -1.1392 -3.0016
H -1.7747 -1.2227 -3.0281
H -0.8777 -2.8082 -4.6255
H 1.3309 -3.1375 -3.5454
H 0.5665 -4.6956 -3.8809
H 1.5044 -4.6261 -1.5704
H -0.5571 -5.3330 -0.3737
H -0.5634 -5.9712 -2.0166
H -2.7701 -4.9395 -1.4210
H -2.9502 -3.4390 -3.3952
H -1.9996 -4.8681 -3.7903
H -1.8351 -3.3097 0.1984
H -2.9487 -2.5677 -0.9511
H 1.3298 -2.2119 -1.2303
H 0.5380 -3.0999 0.0984
```

Computed properties:
ΔE to the lowest compared entry with this formula, charge and spin	41.3	kcal/mol
frontier orbital gap	6.459	eV